Below is a cluster of 3 separate species, C4H14N2O2 in total at a distorted geometry, with properties calculated with wB97M-V/def2-TZVPD.

Last column: Löwdin charge in e.
Positions of all 22 atoms, in Å:
N 1.343 -2.096 -0.694  0.002
C -1.895 0.691 0.152  0.133
C -2.704 -0.536 -0.072  -0.197
O -1.882 -1.508 -0.848  -0.068
C -0.798 0.625 1.192  -0.188
N 0.662 0.856 0.782  -0.065
C 0.875 1.964 -0.081  -0.215
H 1.617 -2.945 -1.264  0.039
H 0.900 -2.350 0.129  -0.044
H -2.364 1.713 0.042  0.151
H -3.602 -0.334 -0.619  0.102
H -2.944 -1.164 0.860  0.164
H -1.066 -1.094 -1.161  0.053
H -0.887 1.268 2.062  0.118
H -0.711 -0.473 1.516  0.143
H 1.388 0.105 0.354  0.098
H 0.651 2.938 0.490  0.089
H 1.969 2.154 -0.369  0.094
H 0.324 1.965 -1.133  0.106
H 3.972 -0.162 -0.559  -0.007
H 2.145 -1.431 -0.550  -0.076
O 3.006 -0.186 -0.229  -0.430

Forces on the atoms, in the same order (eV/Å):
N 0.6 -0.8 -3.2
C 0.0 0.7 4.0
C 1.7 -1.9 -0.9
O -0.9 0.8 0.6
C 1.1 -2.9 -0.4
N 1.4 -1.3 -2.3
C 0.5 3.6 -1.7
H -0.5 1.5 1.2
H -0.7 -0.9 1.8
H 0.8 -1.2 -0.9
H -0.5 0.1 -0.3
H 0.4 1.5 -0.8
H 0.4 -0.2 0.0
H -0.8 0.4 -0.2
H -0.5 1.6 -0.2
H -1.8 0.9 1.1
H -0.3 -1.1 -0.9
H -1.4 -1.2 0.6
H 1.0 0.0 2.1
H -2.5 0.0 1.0
H 0.1 -0.3 0.0
O 2.2 0.5 -0.8

Computed properties:
Frontier orbital gap: 3.5 eV
Charge: 0
Energy relative to the best compared isomer or geometry (same formula, charge and spin): 8.707 eV

Below is a cluster of 2 separate species, C5H14 in total at a distorted geometry, with properties calculated with wB97M-V/def2-TZVPD.

Last column: Löwdin charge in e.
Positions of all 19 atoms, in Å:
C 0.540 -0.868 1.776  -0.164
C 0.048 -0.814 3.283  -0.119
H -0.200 -0.791 0.959  0.046
H 1.438 -0.229 1.376  0.087
H 0.950 -1.758 1.502  0.003
H 0.031 0.259 3.514  0.061
H 0.770 -1.344 3.853  0.044
H -0.943 -1.169 3.451  0.046
C 0.052 0.458 -2.301  -0.364
C -1.440 0.276 -2.018  -0.140
C 0.788 1.061 -1.227  -0.173
H 0.418 -0.578 -2.666  0.135
H 0.184 1.079 -3.133  0.074
H -1.957 1.151 -1.558  0.073
H -1.705 -0.410 -1.228  0.047
H 0.091 1.214 -0.359  0.075
H 1.690 0.417 -0.848  0.096
H -2.107 0.048 -2.921  0.091
H 1.352 1.999 -1.454  0.082

Forces on the atoms, in the same order (eV/Å):
C 0.0 2.2 -0.8
C 1.1 1.9 -2.6
H -0.3 0.6 0.8
H -1.8 -0.2 1.6
H 1.0 -3.3 -0.1
H 0.1 -0.3 0.5
H 0.4 -0.3 0.9
H -0.6 -0.6 -0.2
C -1.5 -3.3 -2.2
C -2.1 1.0 -0.6
C 3.3 0.3 4.0
H -0.2 1.6 0.8
H -0.2 0.8 -1.6
H 0.8 0.2 -0.6
H 0.5 -1.0 0.1
H 1.0 0.2 -0.5
H -1.8 0.8 -0.4
H 1.2 0.0 1.1
H -1.0 -0.4 0.0

Computed properties:
Frontier orbital gap: 11.9 eV
Charge: 0
Energy relative to the best compared isomer or geometry (same formula, charge and spin): 1.508 eV

Below is a structure of composition C42H59N3P3SSiZn, with properties calculated with wB97M-V/def2-TZVPD.

Last column: Löwdin charge in e.
Positions of all 110 atoms, in Å:
Zn -1.282 -0.650 -0.544  0.205
C -0.569 4.915 -2.385  -0.129
C 0.604 4.530 -1.480  -0.580
C 1.855 4.242 -2.316  -0.131
P 0.148 2.972 -0.573  1.039
C -1.267 3.512 0.516  -0.567
C -1.585 2.385 1.500  -0.153
C -1.104 4.843 1.244  -0.116
C 1.518 2.779 0.632  -0.374
C 2.268 3.836 1.150  -0.103
C 3.340 3.603 2.001  -0.092
C 3.668 2.301 2.344  -0.100
C 2.922 1.244 1.841  -0.132
C 1.837 1.449 0.981  -0.306
Si 1.002 -0.047 0.082  0.610
C 1.806 -1.525 1.061  -0.306
C 2.842 -2.256 0.460  -0.109
C 3.433 -3.354 1.071  -0.091
C 3.012 -3.746 2.331  -0.094
C 1.999 -3.040 2.960  -0.122
C 1.380 -1.943 2.353  -0.367
P -0.025 -1.031 3.128  1.093
C 0.542 -0.438 4.822  -0.554
C 1.314 -1.421 5.698  -0.134
C 1.294 0.890 4.750  -0.132
C -1.235 -2.333 3.752  -0.550
C -1.125 -3.732 3.150  -0.116
C -2.629 -1.750 3.490  -0.154
C 2.079 0.014 -1.548  -0.289
C 3.324 0.665 -1.554  -0.099
C 4.095 0.797 -2.699  -0.090
C 3.641 0.269 -3.899  -0.092
C 2.431 -0.401 -3.924  -0.117
C 1.646 -0.539 -2.772  -0.368
P 0.075 -1.489 -2.800  1.044
C -0.671 -1.282 -4.503  -0.529
C -0.165 -2.072 -5.713  -0.117
C -0.746 0.214 -4.826  -0.131
C 0.694 -3.245 -2.650  -0.527
C 1.957 -3.624 -3.421  -0.109
C -0.445 -4.233 -2.929  -0.120
H -0.289 5.741 -3.045  0.071
H -1.446 5.221 -1.811  0.064
H -0.867 4.064 -3.005  0.070
H 0.814 5.351 -0.791  0.082
H 1.671 3.408 -3.001  0.072
H 2.705 3.969 -1.687  0.060
H 2.135 5.119 -2.910  0.071
H -2.105 3.586 -0.184  0.065
H -0.764 2.236 2.208  0.055
H -1.751 1.441 0.979  -0.016
H -2.488 2.623 2.071  0.081
H -0.233 4.831 1.904  0.065
H -1.987 5.031 1.862  0.074
H -1.001 5.681 0.549  0.059
H 2.039 4.856 0.862  0.092
H 3.922 4.435 2.383  0.095
H 4.512 2.108 2.999  0.099
H 3.203 0.229 2.103  0.096
H 3.201 -1.950 -0.517  0.086
H 4.220 -3.901 0.563  0.097
H 3.462 -4.602 2.823  0.096
H 1.683 -3.362 3.942  0.079
H -0.427 -0.245 5.295  0.096
H 2.313 -1.590 5.292  0.069
H 0.811 -2.386 5.788  0.059
H 1.429 -1.009 6.706  0.074
H 2.329 0.727 4.448  0.060
H 1.307 1.381 5.729  0.074
H 0.847 1.573 4.026  0.057
H -1.099 -2.408 4.834  0.081
H -1.108 -3.703 2.061  0.043
H -1.998 -4.323 3.444  0.076
H -0.236 -4.262 3.490  0.052
H -2.817 -1.691 2.415  0.039
H -2.727 -0.740 3.898  0.064
H -3.400 -2.382 3.942  0.074
H 3.708 1.091 -0.635  0.094
H 5.045 1.318 -2.655  0.098
H 4.228 0.369 -4.805  0.096
H 2.097 -0.833 -4.856  0.078
H -1.694 -1.619 -4.306  0.101
H 0.814 -1.732 -6.054  0.059
H -0.863 -1.923 -6.543  0.076
H -0.108 -3.142 -5.520  0.043
H 0.244 0.618 -5.050  0.064
H -1.163 0.782 -3.994  0.011
H -1.388 0.378 -5.696  0.078
H 0.931 -3.296 -1.583  0.091
H 1.807 -3.576 -4.502  0.061
H 2.233 -4.653 -3.168  0.076
H 2.798 -2.978 -3.169  0.062
H -0.724 -4.225 -3.987  0.056
H -1.329 -4.004 -2.338  0.034
H -0.128 -5.249 -2.677  0.078
C -5.716 -1.435 1.309  -0.037
C -5.488 -0.246 0.420  -0.340
C -6.536 0.610 0.093  -0.052
C -6.222 1.683 -0.716  -0.168
N -5.012 1.888 -1.219  0.034
C -4.057 0.990 -0.894  -0.800
S -2.493 1.194 -1.612  0.590
N -4.258 -0.040 -0.038  0.087
H -6.666 -1.910 1.058  0.075
H -5.761 -1.123 2.356  0.080
H -4.909 -2.155 1.192  0.056
H -7.541 0.443 0.460  0.096
H -6.979 2.417 -0.980  0.097
N -2.535 -3.525 -0.084  -0.029
C -2.072 -2.478 -0.253  -0.370

Forces on the atoms, in the same order (eV/Å):
Zn 0.2 0.4 -0.7
C 0.0 0.0 0.1
C 0.0 -0.2 -0.1
C -0.1 0.0 0.0
P 0.0 0.1 0.0
C 0.0 0.0 0.0
C 0.1 0.1 0.1
C 0.0 0.0 -0.1
C 0.1 -0.1 0.1
C 0.0 -0.1 0.0
C 0.0 0.0 0.0
C 0.0 0.0 0.0
C -0.1 0.0 0.0
C -0.1 0.2 0.0
Si 0.3 -0.3 0.2
C 0.0 -0.1 0.1
C -0.1 0.1 0.0
C 0.0 0.0 0.0
C 0.0 0.0 0.0
C 0.0 0.1 -0.1
C 0.2 0.0 -0.1
P 0.0 0.0 0.0
C 0.2 0.0 -0.1
C -0.1 0.0 0.0
C 0.0 0.0 0.0
C 0.0 0.0 -0.2
C 0.0 0.0 0.0
C 0.0 0.0 0.0
C -0.1 0.0 -0.1
C -0.1 0.0 0.0
C 0.0 0.0 0.0
C 0.0 0.0 0.0
C 0.0 0.0 0.1
C 0.1 0.0 0.0
P 0.2 0.0 0.0
C 0.1 0.1 0.0
C 0.0 0.0 0.1
C 0.0 0.0 0.0
C -0.1 0.0 -0.1
C 0.0 0.1 0.0
C 0.0 0.1 0.0
H 0.0 0.0 0.0
H 0.0 0.0 0.0
H 0.0 0.0 0.0
H 0.0 0.1 0.0
H 0.0 0.0 0.0
H 0.0 0.0 0.0
H 0.0 0.0 0.0
H 0.0 0.0 0.0
H 0.0 0.0 0.0
H 0.0 0.1 0.1
H 0.0 0.0 0.0
H 0.0 0.0 0.0
H 0.0 0.0 0.0
H 0.0 0.0 0.0
H 0.0 0.0 0.0
H 0.0 0.0 0.0
H 0.0 0.0 0.0
H 0.0 0.1 0.0
H 0.0 -0.1 0.0
H 0.0 0.0 0.0
H 0.0 0.0 0.0
H 0.0 0.0 0.0
H -0.1 0.0 0.0
H 0.0 0.0 0.0
H 0.0 0.0 0.0
H 0.0 0.0 0.0
H 0.0 0.0 0.0
H 0.0 0.0 0.0
H 0.0 0.0 0.0
H 0.0 0.0 0.0
H 0.0 0.0 0.0
H 0.0 0.0 0.0
H 0.0 0.0 0.0
H 0.0 0.0 0.0
H 0.0 0.0 0.0
H 0.0 0.0 0.0
H 0.0 0.0 0.0
H 0.0 0.0 0.0
H 0.0 0.0 0.0
H 0.0 0.0 0.0
H -0.1 0.0 0.0
H 0.0 0.0 0.0
H 0.0 0.0 0.0
H 0.0 0.1 -0.1
H 0.0 0.0 0.0
H 0.0 0.0 0.0
H 0.0 0.0 0.0
H 0.0 0.0 0.1
H 0.0 0.0 0.0
H 0.0 0.0 0.0
H 0.0 0.0 0.0
H 0.0 -0.1 0.1
H 0.0 0.0 0.1
H 0.0 0.0 0.0
C 0.1 0.0 0.0
C 0.1 0.0 0.0
C 0.0 0.0 0.0
C 0.1 0.0 0.0
N 0.1 0.0 0.0
C -0.4 0.0 0.2
S 0.0 -0.7 0.2
N 0.0 0.1 -0.1
H 0.0 0.0 0.0
H 0.0 0.0 0.0
H 0.0 0.0 0.0
H 0.0 0.0 0.0
H 0.0 0.0 0.0
N 0.0 0.0 0.0
C -0.2 0.1 0.2

Computed properties:
Frontier orbital gap: 7.1 eV
Charge: -1
Energy relative to the best compared isomer or geometry (same formula, charge and spin): 0.000 eV